No. 1
125
Properties=species:S:1:pos:R:3:forces:R:3 method="wB97M-V/def2-TZVPD" lumo_ev=0.5 smiles="C[C@H]1COC(=O)O1.C[C@H]1COC(=O)O1.C[C@H]1COC(=O)O1.C[C@H]1COC(=O)O1.C[C@H]1COC(=O)O1.COC(=O)OC.COC(=O)OC.COC(=O)OC.CCCC#N.CCCC#N" e_above_lowest_kj_mol=101.3 charge=0 total_energy_ev=-91489.0127 homo_lumo_gap_ev=10.23
C 6.707 -2.099 6.298 0.7326 0.4112 -0.6231
C 6.044 -2.626 5.045 -0.5777 -0.0644 -0.0020
C 5.963 -4.140 4.874 0.9559 0.6388 -0.3965
O 4.624 -4.325 4.524 0.0448 -3.4316 -0.3271
C 3.894 -3.261 4.668 -4.3773 -0.1951 -1.0653
O 2.680 -3.217 4.453 2.7424 0.0145 0.8550
O 4.648 -2.289 5.043 0.7525 3.1541 0.9140
H 6.420 -2.630 7.228 0.2801 0.0605 -0.7065
H 6.459 -1.021 6.441 0.3787 -0.7609 -0.2270
H 7.791 -2.220 6.018 -0.7376 0.2858 1.0576
H 6.473 -2.230 4.110 -0.0584 0.3641 0.5553
H 6.348 -4.721 5.699 -0.6856 -0.2025 0.7308
H 6.569 -4.442 4.046 0.3081 -0.2410 -0.6968
C 2.044 0.994 -1.343 0.0936 -0.7841 1.7479
C 2.982 0.506 -0.235 -1.0396 0.0428 0.6040
C 2.541 0.866 1.262 1.4485 2.9961 -1.6936
O 2.749 -0.277 2.006 0.1880 -0.1761 0.3594
C 2.895 -1.282 1.173 1.4094 -5.2889 0.3073
O 3.089 -2.453 1.569 -0.7994 3.6002 -1.5541
O 2.910 -0.929 -0.144 0.0296 -0.3011 1.3206
H 2.232 2.002 -1.508 0.2721 1.9877 -0.4490
H 1.013 0.902 -1.068 -0.6260 -0.0159 0.6410
H 2.068 0.481 -2.263 0.7984 -0.7865 -1.0426
H 4.026 0.771 -0.454 -0.2338 -0.0075 0.2021
H 1.540 1.179 1.321 -1.7320 -0.0838 -0.2261
H 3.048 1.769 1.697 0.2300 -1.1450 -0.3182
C 1.977 3.916 -7.121 0.4175 -0.2452 -0.6900
C 0.663 3.421 -6.448 0.0759 0.8537 -1.2641
C -0.030 2.307 -7.233 0.6839 0.3780 -1.4769
O -0.251 1.288 -6.278 -0.9585 -1.0161 -1.0092
C 0.301 1.594 -5.131 2.0924 -1.6162 2.4373
O 0.410 0.846 -4.153 -0.7212 2.2149 -2.4782
O 0.925 2.783 -5.267 1.0775 -0.9486 3.2266
H 2.430 3.085 -7.698 -0.2289 -0.0347 0.6435
H 2.800 4.291 -6.469 -1.0944 -0.1356 -0.0782
H 1.832 4.632 -7.948 -0.4106 0.1377 0.6703
H -0.107 4.167 -6.167 0.7539 0.3483 -0.7105
H 0.550 1.965 -8.153 -0.6780 0.0366 1.4204
H -0.968 2.699 -7.532 -1.0475 -0.0869 -0.6520
C -1.884 3.522 3.699 -0.4938 0.8127 -0.3605
C -2.566 2.542 2.731 3.2683 1.7635 -1.5053
C -1.596 1.436 2.120 -0.1127 2.7770 0.7097
O -1.995 0.295 2.809 0.0761 -1.1830 -0.0858
C -3.105 0.562 3.518 -1.0117 -5.0813 2.6113
O -3.727 -0.281 4.175 1.5516 1.6026 -1.8327
O -3.394 1.796 3.527 -2.5738 1.9134 0.2000
H -1.331 2.940 4.433 0.5455 0.1863 -0.2094
H -2.662 4.005 4.284 -0.3829 0.0397 0.0311
H -1.347 4.388 3.240 -0.0155 -1.1934 0.1829
H -3.037 3.044 1.854 -0.2792 -0.3341 0.9996
H -0.533 1.687 2.180 -0.1070 -0.3257 0.8318
H -1.807 1.441 1.095 -0.5223 -0.8593 -1.6596
C -2.120 -3.253 -4.391 -1.6799 -0.4753 0.2475
C -2.944 -2.205 -5.163 -0.8101 -2.1658 1.5443
C -4.426 -2.213 -4.714 1.2743 0.3390 0.5903
O -4.528 -1.006 -3.996 -1.6383 0.6168 0.0940
C -3.453 -0.262 -4.153 -0.1451 3.1457 2.3619
O -3.309 0.851 -3.676 -0.4669 -1.4210 -0.8392
O -2.506 -0.904 -4.744 1.8814 -1.4557 -2.6334
H -1.105 -3.161 -4.691 0.9854 -0.0259 0.1986
H -2.466 -4.297 -4.555 0.1434 0.6418 -0.5970
H -2.312 -3.173 -3.315 0.5532 0.5025 -0.0388
H -2.923 -2.525 -6.196 0.6101 1.2559 -0.6680
H -4.610 -2.956 -3.990 -0.1611 -1.2906 0.6838
H -5.173 -2.289 -5.462 -0.5313 0.2485 -0.9928
C 0.993 4.605 1.508 0.1029 1.1777 0.6564
O -0.252 4.334 0.853 -1.3978 -0.9006 0.5599
C -0.266 3.956 -0.387 6.4811 1.7836 -6.7995
O 0.852 4.146 -1.195 -5.5187 -1.4164 4.5785
O -1.397 3.570 -0.956 0.5045 0.2455 3.4148
C -1.343 3.006 -2.232 2.2148 0.1872 -1.7362
H 1.754 3.876 1.324 0.1149 -0.6807 -0.3528
H 0.774 4.615 2.599 0.0341 -0.0047 -0.9161
H 1.391 5.575 1.170 -0.3133 -0.3148 0.1164
H -2.274 2.586 -2.458 -1.2838 -0.7062 0.0546
H -0.495 2.312 -2.425 -0.6503 0.1585 0.8141
H -1.119 3.788 -2.943 -0.1330 0.5086 -0.2913
C 0.803 -0.344 4.773 -1.4801 0.4683 -2.1071
O 0.728 0.751 5.664 0.5246 2.5046 1.5858
C 1.091 1.970 5.281 0.6111 1.2585 -7.2616
O 1.248 2.254 3.908 -0.5460 -1.2050 7.9135
O 1.246 2.920 6.252 -1.1578 -4.0938 -0.4796
C 1.738 4.146 5.883 0.2847 1.7095 -2.5189
H -0.046 -0.406 4.079 -0.1545 0.6916 0.3264
H 0.769 -1.266 5.258 0.3327 -1.0430 1.6408
H 1.632 -0.293 4.135 1.4993 0.1970 -0.5185
H 2.662 4.079 5.330 0.9166 -0.2910 0.5696
H 1.743 4.842 6.692 0.2329 -0.1036 0.8443
H 1.167 4.617 5.089 -0.9198 -0.0511 0.0075
C -0.363 -2.914 2.741 -2.8311 -2.6952 1.7010
O -0.164 -1.958 1.797 0.8628 3.2331 -3.6421
C -0.919 -1.797 0.743 -6.9074 -5.1198 -3.5631
O -2.014 -2.602 0.422 5.7847 4.0596 2.4193
O -0.591 -0.891 -0.187 1.1671 0.3125 1.5952
C -1.394 -0.733 -1.376 -0.8172 0.4603 -0.1811
H -1.486 -2.969 3.000 1.7022 0.0349 -0.2929
H 0.199 -2.561 3.576 0.3494 -0.2437 0.6240
H -0.029 -3.946 2.457 -0.1223 1.0736 -0.0741
H -1.029 0.073 -2.035 0.5286 -0.2898 0.8156
H -2.429 -0.474 -1.155 0.1398 -0.0229 0.4207
H -1.433 -1.626 -1.963 0.2764 -0.7331 -0.0788
C -6.667 -1.191 -1.294 -1.4093 -2.2211 2.1096
C -6.380 -0.531 0.059 0.2880 1.2366 -0.8329
C -4.874 -0.333 0.445 -0.1432 1.0786 0.5176
C -4.324 0.961 -0.037 -1.5268 -3.2914 0.5648
N -3.897 1.936 -0.405 1.1190 2.7104 -0.8743
H -6.331 -2.226 -1.317 0.2440 -0.3043 0.4379
H -6.287 -0.839 -2.155 1.9270 2.1871 -2.6025
H -7.722 -1.303 -1.567 -0.2233 0.3338 0.7392
H -6.846 -1.133 0.827 -0.1277 0.0500 0.2501
H -6.819 0.502 0.053 0.0963 -0.9873 0.2578
H -4.183 -1.116 0.104 -0.2991 -0.0828 0.3904
H -4.805 -0.167 1.554 -0.0735 -0.8607 -0.7848
C 1.510 -2.573 -3.168 -0.3518 2.2683 0.4788
C 0.868 -3.656 -2.332 0.5666 -0.9339 -1.4290
C 1.889 -4.144 -1.324 0.8477 -0.4688 0.4262
C 2.695 -5.299 -1.687 -1.8681 2.1373 0.1145
N 3.347 -6.155 -2.014 1.8726 -2.5543 -0.8544
H 0.826 -2.134 -3.895 -0.1931 -0.0041 -0.0023
H 2.412 -2.790 -3.735 0.1001 -0.7332 0.2343
H 1.784 -1.728 -2.486 -0.1472 -0.5498 -0.5478
H 0.613 -4.465 -3.051 -0.0996 0.1201 0.7285
H -0.056 -3.356 -1.831 0.2334 0.2043 -0.0869
H 1.460 -4.413 -0.393 -0.6970 -0.1164 1.0470
H 2.660 -3.421 -1.068 -0.2839 0.6405 0.0034


No. 2
16
Properties=species:S:1:pos:R:3:forces:R:3 method="wB97M-V/def2-TZVPD" lumo_ev=0.8 smiles="O=C1CNC[C@H]2N[C@H]12" e_above_lowest_kj_mol=556.1 charge=0 total_energy_ev=-10336.9626 homo_lumo_gap_ev=9.06
C -0.825 -1.465 0.254 -1.0615 2.8110 -0.2292
C -0.874 -0.084 1.087 -4.5527 -2.4938 3.9878
C 0.505 1.342 -0.377 -1.2904 0.1837 -1.0209
C 0.405 -0.037 -0.986 2.6887 0.1147 -0.7131
C 0.672 -1.150 -0.054 0.7238 -1.2251 -1.4447
H -0.331 -0.607 1.896 0.6073 1.3722 0.8262
H -1.823 0.283 1.664 0.7609 -2.0645 -1.0513
H -1.331 1.941 0.467 2.5074 -3.3591 1.0050
H 0.156 2.182 -1.063 0.5504 -1.1892 0.6526
H 1.430 1.641 0.042 1.2758 -0.0147 0.3163
H -0.535 -0.108 -1.452 -1.0579 -0.1749 -0.8734
H 2.296 -0.919 -1.505 0.7961 0.4380 0.6028
H 1.253 -0.964 0.908 -0.4302 -0.2855 -1.9128
N -0.514 1.160 0.664 -0.7614 6.2682 -2.1085
N 1.320 -1.118 -1.493 -2.6356 0.0780 1.9627
O -1.803 -2.099 -0.051 1.8794 -0.4591 0.0006